Record 1
The following is a DFT calculation (ωB97M-V/def2-TZVPD) of a structure of composition C30H47BrCrN4OP2 at a distorted geometry.

- Multiplicity: 5
- HOMO (alpha / beta): -11.9088 / -12.0051 eV
- LUMO level (alpha / beta): -6.8 / -8.7 eV
- Maximum force: 0.049 hartree/bohr
- Net charge: +2
- Kohn-Sham gap (alpha / beta): 0.188 / 0.121 Eh

Positions of all 86 atoms, in Å:
N -5.3035 -1.9596 4.1575
C -4.4083 -1.0173 4.4525
C -4.2735 0.1529 3.6978
C -5.1716 0.3648 2.6249
C -6.0844 -0.6648 2.2998
C -6.1411 -1.7907 3.1342
C -5.1193 1.5805 1.8357
Cr 0.2810 1.0729 -0.9415
P 3.4711 0.3584 -1.5103
C -5.3563 1.6203 0.4729
C -4.2809 2.0660 -0.3772
C -4.0214 1.4884 -1.6461
C -2.6938 1.3186 -2.0189
C -1.6771 1.6948 -1.1308
C -1.9634 2.6903 -0.1986
C -3.2778 2.8909 0.1942
Br 1.4759 2.8615 -1.9721
H -4.7346 2.4614 2.3291
H -6.2548 1.1690 0.0496
H -3.4628 0.8574 3.9018
H -6.7168 -0.5986 1.4119
H -3.7245 -1.1984 5.2900
H -6.8594 -2.5800 2.9110
H -4.8338 1.0859 -2.2502
H -3.5109 3.5809 0.9987
H -2.4878 0.8718 -2.9871
H -1.1895 3.3138 0.2388
P -0.4800 -1.3058 -1.0860
C 4.4071 1.8350 -0.9418
C 5.2126 2.5937 -1.9861
H 5.0312 1.5334 -0.0898
H 3.6287 2.5063 -0.5475
H 5.5870 3.5147 -1.5224
H 6.0894 2.0308 -2.3272
H 4.6124 2.8949 -2.8564
C 3.3399 0.3067 -3.3502
C 4.6050 0.0878 -4.1608
H 2.8302 1.2323 -3.6598
H 2.6124 -0.5050 -3.5334
H 4.3109 -0.0450 -5.2116
H 5.2717 0.9590 -4.1217
H 5.1514 -0.8130 -3.8579
C 4.4832 -1.0953 -1.0004
C 5.9914 -0.9402 -0.8798
H 4.2438 -1.9158 -1.6929
H 4.0437 -1.3572 -0.0237
H 6.4069 -1.8889 -0.5248
H 6.4619 -0.7256 -1.8432
H 6.2826 -0.1751 -0.1577
C 0.2596 -2.8158 -0.3468
C 1.5233 -3.3504 -1.0093
H -0.5433 -3.5720 -0.4099
H 0.4495 -2.6000 0.7128
H 1.7876 -4.3052 -0.5357
H 1.3875 -3.5369 -2.0804
H 2.3667 -2.6627 -0.8820
C -0.6731 -1.9512 -2.8019
C -1.9412 -1.6477 -3.5792
H -0.5546 -3.0418 -2.7010
H 0.2105 -1.5812 -3.3479
H -1.9885 -2.3058 -4.4531
H -2.8475 -1.8163 -2.9919
H -1.9486 -0.6249 -3.9538
C -2.1452 -1.3531 -0.2947
C -2.2301 -1.8155 1.1532
H -2.7681 -1.9672 -0.9593
H -2.5450 -0.3347 -0.3528
H -3.2841 -1.8191 1.4572
H -1.8353 -2.8287 1.2859
H -1.6944 -1.1395 1.8324
C 1.9024 -1.2299 3.7361
N 1.3768 -0.0083 3.1151
C 0.6385 0.8558 3.8883
C 0.2150 2.0281 3.3271
C 0.5544 2.2521 1.9754
N 0.7986 1.2059 1.1531
C 1.4000 0.1133 1.7444
O 1.9553 -0.7581 1.0472
N 0.5556 3.5019 1.4550
H 2.0717 -1.0385 4.8009
H 2.8496 -1.5237 3.2761
H 1.1969 -2.0699 3.6470
H 0.5126 0.5552 4.9356
H -0.3057 2.7900 3.8980
H 1.0490 3.6971 0.5703
H 0.4393 4.2797 2.0964

Cartesian forces (eV/Å) of the 2 atoms listed first:
N -0.14 -0.21 0.59
C 0.13 0.24 -0.82


Record 2
The following is a DFT calculation (ωB97M-V/def2-TZVPD) of a structure of composition C30H47CdGeN5O5S2Se at a distorted geometry.

- HOMO: -1.0909 eV
- LUMO level: 3.3 eV
- Maximum force: 0.047 hartree/bohr
- Net charge: -2
- Kohn-Sham gap: 0.162 Eh

Positions of all 92 atoms, in Å:
Cd -0.0900 -1.0362 -0.4918
C -4.4387 -0.6800 0.6895
N -3.3759 -1.3715 1.3734
C -3.2652 -2.7717 1.0281
C -2.5578 -0.7157 2.2676
C -3.0760 0.3713 2.9882
C -2.3543 1.0259 3.9738
C -1.0721 0.5995 4.2756
C -0.5226 -0.4515 3.5587
C -1.2072 -1.1151 2.5275
N -0.5703 -2.0268 1.6943
C 0.3704 -2.8782 2.1520
C 0.4912 -3.2968 3.5028
C 1.5006 -4.1439 3.9201
C 2.4374 -4.6295 3.0179
C 2.2836 -4.3165 1.6690
C 1.2669 -3.4952 1.2235
N 1.0336 -3.2434 -0.1677
C 0.1164 -4.2472 -0.7121
C 2.2224 -3.1187 -0.9968
H -5.4047 -0.7829 1.2145
H -4.5260 -1.1005 -0.3128
H -4.1930 0.3756 0.5759
H -4.2253 -3.2648 1.2545
H -2.4871 -3.2467 1.6160
H -3.0462 -2.9055 -0.0344
H -4.0843 0.7064 2.7782
H -2.7959 1.8656 4.4995
H -0.4818 1.0994 5.0358
H 0.5093 -0.7242 3.7376
H -0.2352 -2.9434 4.2228
H 1.5629 -4.4227 4.9678
H 3.2512 -5.2643 3.3484
H 2.9743 -4.7377 0.9467
H 0.6151 -5.2252 -0.8249
H -0.2609 -3.9107 -1.6761
H -0.7322 -4.3643 -0.0397
H 2.7262 -4.0841 -1.1721
H 2.9181 -2.4232 -0.5281
H 1.9228 -2.7018 -1.9600
O -0.3623 -1.7818 -2.5114
S -1.8404 -1.4874 -2.4797
O -2.2286 -0.7218 -3.6620
O -2.5918 -2.7370 -2.3623
O -2.0809 -0.6773 -1.2145
C -3.6684 4.9031 -1.2576
Ge -2.4970 4.7998 0.3346
C -3.5357 4.1066 1.8579
C -1.9644 6.6826 0.7846
C -0.9526 3.6333 0.0608
Se -1.5124 1.7430 -0.4352
C -1.2068 2.0914 -2.3127
H -4.6158 5.3938 -1.0311
H -3.8725 3.8872 -1.5967
H -3.1846 5.4460 -2.0703
H -4.4989 4.6029 1.9779
H -2.9720 4.2090 2.7853
H -3.6975 3.0418 1.6897
H -2.8483 7.2848 1.0015
H -1.4277 7.1475 -0.0432
H -1.3169 6.6991 1.6618
H -0.4017 3.5596 0.9990
H -0.2745 4.0017 -0.7084
H -1.6784 3.0334 -2.5948
H -1.6508 1.2640 -2.8565
H -0.1379 2.1044 -2.4902
N 5.4714 -1.5731 -5.6301
C 5.4219 -0.4644 -4.8553
S 6.8202 0.4252 -4.6927
C 4.1513 -0.1168 -4.2164
C 4.1048 0.8574 -3.2144
C 2.8792 1.2320 -2.6932
N 1.7248 0.7227 -3.1051
C 1.7565 -0.2417 -4.0143
C 2.9326 -0.6960 -4.5898
H 6.2917 -1.6831 -6.1992
H 4.6200 -2.0158 -5.9337
H 5.0237 1.3050 -2.8665
H 2.8032 1.9836 -1.9169
H 0.7967 -0.6717 -4.2770
H 2.8765 -1.4764 -5.3388
C 2.3615 2.1076 0.9820
C 1.8063 0.6786 1.1401
C 2.8281 -0.1583 1.9290
O 1.5384 0.1316 -0.0945
H 2.4459 2.6006 1.9554
H 1.6816 2.6749 0.3461
H 3.3469 2.0752 0.5073
H 0.8966 0.7711 1.7631
H 3.7457 -0.2553 1.3419
H 2.4317 -1.1576 2.1134
H 3.0617 0.3115 2.8900

Cartesian forces (eV/Å) of the 2 atoms listed first:
Cd 0.91 -0.38 2.21
C 0.13 -0.07 0.14


Record 3
The following is a DFT calculation (ωB97M-V/def2-TZVPD) of a cluster of 2 separate species, C30H47F7IN3O7P in total at a distorted geometry.

- HOMO: -10.5597 eV
- LUMO level: -4.0 eV
- Maximum force: 0.078 hartree/bohr
- Net charge: +1
- Kohn-Sham gap: 0.243 Eh

Positions of all 96 atoms, in Å:
C -2.5147 -2.5060 -0.5505
C -1.6504 -2.6196 0.6778
C -1.5645 -3.7738 1.3918
C -0.7262 -3.8076 2.4742
C 0.0104 -2.7479 2.8748
C 0.9003 -2.9252 4.0889
C 2.3589 -3.2480 3.7425
C 0.7868 -1.7787 5.1186
C -0.0783 -1.5787 2.1524
O 0.7301 -0.5475 2.5863
C 0.9189 0.4994 1.6813
C 1.8932 0.1023 0.5509
C 3.3480 0.6251 0.7565
N 3.9332 1.4011 -0.3917
C 5.4071 1.5814 0.0224
C 5.7721 2.5892 1.1197
C 5.7335 2.0448 2.5714
I 7.3512 2.8065 3.7412
C 3.3769 2.7626 -0.5887
F 2.4373 2.7959 -1.5445
F 4.2855 3.5758 -1.1329
C 2.6187 3.5111 0.5827
F 1.3428 3.1396 0.5860
F 3.0789 3.4658 1.8224
F 2.6111 4.7828 0.2064
C 3.8327 0.5164 -1.6382
C 4.4241 1.2133 -2.9079
O 3.8136 1.9713 -3.6085
N 5.8618 1.0459 -3.2597
C 6.0637 0.8229 -4.6199
O 6.8497 1.4605 -5.2882
F 5.3296 -0.1422 -5.1902
C 4.6144 -0.8291 -1.5121
C 4.5074 -1.6756 -2.8095
F 5.9686 -0.8059 -1.2365
C 2.3389 -0.0145 -1.8026
P 1.4311 0.2970 -3.3930
O 0.6076 1.5154 -3.3563
N 1.4212 0.3915 -0.7784
C -0.9057 -1.5472 1.0715
H -3.1892 -1.6521 -0.5155
H -3.0115 -3.4427 -0.7879
H -1.8244 -2.3190 -1.3821
H -2.1420 -4.6248 1.0607
H -0.6326 -4.7331 3.0286
H 0.5199 -3.8026 4.6169
H 2.9172 -2.3885 3.3647
H 2.8546 -3.6087 4.6468
H 2.3871 -4.0816 3.0383
H 1.4140 -0.9304 4.8552
H -0.2614 -1.4934 5.1977
H 1.1152 -2.1582 6.0871
H 1.3186 1.3340 2.2608
H -0.0031 0.8926 1.2468
H 1.9228 -0.9941 0.6356
H 3.3559 1.1925 1.6867
H 3.9567 -0.2362 1.0120
H 5.7961 0.6474 0.4144
H 6.0298 1.7833 -0.8419
H 5.3505 3.5892 1.0464
H 6.8387 2.7719 0.9591
H 4.8262 2.3673 3.0755
H 5.7377 0.9562 2.5510
H 6.3587 1.8802 -2.9767
H 4.1518 -1.4436 -0.7383
H 4.1612 -2.6712 -2.5385
H 3.7999 -1.2865 -3.5431
H 5.4736 -1.7743 -3.2898
H 2.3065 -1.1073 -1.7023
H 0.5726 -0.8182 -3.5543
H 2.2972 0.2674 -4.5101
H 0.8600 1.2152 -0.9522
H -0.9829 -0.6575 0.4576
C -10.0807 -1.1232 -2.4426
O -9.2709 -0.6033 -1.4110
C -8.2115 -1.4811 -1.0736
C -7.1444 -0.7458 -0.2920
O -6.2574 -0.0004 -1.1221
C -6.7819 1.2063 -1.6655
C -6.8788 2.3305 -0.6567
O -8.0469 2.1907 0.1319
C -8.0015 2.9902 1.2922
H -10.5248 -2.0806 -2.1491
H -10.8795 -0.4088 -2.6318
H -9.5011 -1.2481 -3.3645
H -7.7703 -1.9108 -1.9811
H -8.6237 -2.2885 -0.4523
H -6.5143 -1.4901 0.2008
H -7.5762 -0.1177 0.4886
H -7.7368 1.0335 -2.1635
H -6.0637 1.5076 -2.4314
H -6.9373 3.2905 -1.1883
H -5.9880 2.3247 -0.0157
H -7.1694 2.6867 1.9386
H -8.9328 2.8441 1.8355
H -7.9028 4.0506 1.0339

Cartesian forces (eV/Å) of the 2 atoms listed first:
C 0.91 0.09 -0.36
C -1.18 -0.25 -0.88


Record 4
The following is a DFT calculation (ωB97M-V/def2-TZVPD) of a cluster of 4 separate species, C30H47N5OSi in total.

- HOMO: -8.7051 eV
- LUMO level: 0.7 eV
- Maximum force: 0.008 hartree/bohr
- Net charge: 0
- Kohn-Sham gap: 0.346 Eh

Positions of all 84 atoms, in Å:
C 2.5265 3.6397 -0.6440
C 2.3059 2.2214 -1.1816
C 1.4120 1.4311 -0.2465
O 1.1959 0.1247 -0.7695
Si 0.1674 -0.9644 -0.0389
C -0.5896 -0.2768 1.5244
C -0.9310 -1.3565 2.5753
N 0.1736 -1.5507 3.5232
C -1.1152 -1.4468 -1.3331
C -2.5383 -0.9304 -1.0847
C -3.2894 -1.6336 0.0200
C -3.1967 -3.0075 0.2180
C -3.8891 -3.6307 1.2479
C -4.6843 -2.8863 2.1035
C -4.7953 -1.5181 1.9081
C -4.1077 -0.9012 0.8744
C 1.2412 -2.4648 0.3346
C 2.6373 -2.3607 0.3956
C 3.3941 -3.4909 0.6743
C 2.7343 -4.6993 0.8869
N 1.4112 -4.8350 0.8270
C 0.7020 -3.7380 0.5528
H 2.6944 3.6177 0.4386
H 1.6424 4.2597 -0.8115
H 3.3870 4.1061 -1.1212
H 3.2603 1.7081 -1.3127
H 1.8065 2.2870 -2.1509
H 1.8806 1.3743 0.7448
H 0.4607 1.9627 -0.1193
H 0.0746 0.4388 2.0152
H -1.5003 0.2807 1.2822
H -1.8310 -1.0292 3.1037
H -1.1843 -2.3097 2.1076
H -0.0747 -1.2322 4.4483
H 0.4616 -2.5164 3.5861
H -1.1101 -2.5328 -1.4705
H -0.7626 -1.0334 -2.2846
H -3.1246 -1.0143 -2.0076
H -2.4950 0.1397 -0.8577
H -2.5887 -3.6104 -0.4470
H -3.7999 -4.7039 1.3759
H -5.2084 -3.3753 2.9151
H -5.4138 -0.9273 2.5735
H -4.1812 0.1712 0.7276
H 3.1137 -1.4030 0.2159
H 4.4760 -3.4474 0.7289
H 3.3064 -5.5945 1.1117
H -0.3764 -3.8836 0.5067
C -6.6794 1.9091 3.4850
C -6.1126 3.2567 3.9118
C -5.2287 3.8940 2.8340
C -4.0741 3.0577 2.5047
N -3.1696 2.4023 2.2465
H -5.8786 1.1910 3.3024
H -7.3252 1.4977 4.2602
H -7.2681 1.9994 2.5702
H -5.5312 3.1411 4.8282
H -6.9256 3.9490 4.1358
H -4.8550 4.8639 3.1644
H -5.7999 4.0544 1.9177
C 6.2708 5.2579 0.4227
C 7.2529 4.2284 -0.1215
C 7.5089 4.3852 -1.6253
C 6.2838 4.2144 -2.4071
N 5.3098 4.0859 -2.9980
H 5.2904 5.1554 -0.0435
H 6.1404 5.1340 1.4974
H 6.6270 6.2741 0.2425
H 6.8811 3.2210 0.0741
H 8.2097 4.3205 0.3952
H 8.2342 3.6484 -1.9725
H 7.9139 5.3754 -1.8418
C 0.9104 -2.5581 -5.9738
C 0.9656 -2.9667 -4.5075
C -0.1157 -3.9865 -4.1318
C -1.4629 -3.4550 -4.3459
N -2.5063 -3.0003 -4.4862
H -0.0362 -2.0713 -6.2126
H 1.7120 -1.8580 -6.2076
H 1.0195 -3.4250 -6.6286
H 0.8608 -2.0856 -3.8714
H 1.9378 -3.4069 -4.2801
H -0.0285 -4.2644 -3.0798
H -0.0095 -4.8972 -4.7244

Cartesian forces (eV/Å) of the 2 atoms listed first:
C -0.07 -0.20 0.14
C -0.23 0.34 0.11


Record 5
The following is a DFT calculation (ωB97M-V/def2-TZVPD) of a cluster of 6 separate species, C30H47O10P in total at a distorted geometry.

- HOMO: -7.7734 eV
- LUMO level: 0.3 eV
- Maximum force: 0.038 hartree/bohr
- ΔE to the lowest compared entry with this formula, charge and spin: 0.00 kJ/mol
- Net charge: 0
- Kohn-Sham gap: 0.296 Eh

Positions of all 88 atoms, in Å:
C 3.2839 -1.5035 -2.9583
C 2.6348 -0.6408 -2.4159
C 1.9663 0.4152 -1.6619
P 0.2102 0.7407 -2.2978
C 0.2374 2.3721 -3.1605
C -0.1649 3.4680 -2.5297
C -0.1540 -0.5537 -3.5650
C -1.6222 -0.6026 -4.0571
C -2.7008 -0.5276 -2.9666
C -3.1023 0.9206 -2.5976
C -2.3796 -1.3331 -1.7044
H 3.8702 -2.2611 -3.3973
H 2.5228 1.3239 -1.8695
H 1.9591 0.1399 -0.6156
H 0.5539 2.4038 -4.2011
H -0.7743 4.1629 -3.0939
H 0.0935 3.6761 -1.5048
H 0.1510 -1.5488 -3.2566
H 0.4547 -0.3176 -4.4439
H -1.7395 -1.5662 -4.5680
H -1.7779 0.1677 -4.8117
H -3.5998 -0.9807 -3.3883
H -3.9919 1.1876 -3.1721
H -3.3473 0.9709 -1.5416
H -2.3348 1.6481 -2.8341
H -3.2848 -1.3436 -1.0959
H -2.1890 -2.3792 -1.9444
H -1.5991 -0.9042 -1.0871
O 0.1793 -3.0881 1.0830
C 0.6783 -2.2590 1.7839
C 1.5744 -2.4976 2.9844
C 1.5606 -1.1380 3.6793
C 1.3408 -0.1927 2.5117
O 0.5375 -0.9273 1.5701
H 2.5706 -2.7674 2.6277
H 1.1732 -3.2863 3.6144
H 2.4643 -0.9186 4.2467
H 0.7152 -1.0820 4.3648
H 2.2788 0.0878 2.0207
H 0.8147 0.7078 2.8068
O 1.0088 0.5050 6.9642
C 1.4086 1.4051 6.2909
C 2.3987 2.4776 6.6882
C 2.2047 3.5250 5.5954
C 1.7665 2.6715 4.4158
O 1.0382 1.5709 4.9907
H 3.4030 2.0494 6.6730
H 2.1700 2.8672 7.6757
H 3.0927 4.1193 5.3878
H 1.4026 4.2088 5.8781
H 2.6174 2.2707 3.8575
H 1.1170 3.2117 3.7298
O -4.1406 -6.9014 -6.2797
C -3.6626 -6.0702 -5.5687
C -2.7793 -6.3037 -4.3577
C -2.8228 -4.9495 -3.6564
C -3.0395 -3.9969 -4.8223
O -3.8192 -4.7380 -5.7760
H -1.7748 -6.5563 -4.6997
H -3.1780 -7.1016 -3.7382
H -1.9312 -4.7210 -3.0749
H -3.6806 -4.9121 -2.9830
H -2.1004 -3.7001 -5.2952
H -3.5841 -3.1027 -4.5267
O -3.9759 4.2919 -0.6043
C -4.3232 4.6561 -1.6860
C -5.5862 4.2423 -2.4152
C -5.2952 4.6843 -3.8465
C -4.3616 5.8659 -3.6303
O -3.6300 5.5556 -2.4319
H -6.4321 4.7797 -1.9843
H -5.7410 3.1698 -2.3406
H -6.1834 4.9381 -4.4223
H -4.7679 3.8884 -4.3756
H -4.9038 6.8010 -3.4727
H -3.6621 6.0003 -4.4524
O 5.4808 0.6292 7.0654
C 5.6497 -0.3286 6.3704
C 6.9436 -0.7597 5.7082
C 6.4580 -1.7693 4.6715
C 5.2000 -2.3169 5.3287
O 4.6690 -1.2226 6.0964
H 7.5851 -1.2207 6.4603
H 7.4463 0.0890 5.2538
H 7.1858 -2.5406 4.4274
H 6.1972 -1.2498 3.7476
H 5.4115 -3.1452 6.0079
H 4.4566 -2.6401 4.6029

Cartesian forces (eV/Å) of the 2 atoms listed first:
C -0.74 0.84 0.52
C 0.95 -0.66 -0.04